(1)
Molecular formula: C12H18BBaF4NO6
Method: DFT, ωB97M-V with the def2-TZVPD basis set

Its net charge is 0. Its orbital gap is 2.3 eV.

```
43
Properties=species:S:1:pos:R:3:forces:R:3:nbo_charge:R:1
Ba 14.442230 2.895340 7.523140 0.785 -0.200 -0.325 1.936
B 17.899080 7.078460 7.617270 1.087 -1.507 1.025 1.323
F 18.499830 8.290930 7.654450 0.390 0.987 -0.251 -0.547
F 17.230620 6.832290 8.822450 -0.920 -0.065 0.965 -0.594
F 17.041410 6.881050 6.587500 -2.184 0.359 -1.940 -0.583
F 18.808230 6.008160 7.464970 1.055 -0.374 0.158 -0.594
C 16.256620 -4.200780 9.403690 0.783 -1.775 -0.305 -0.730
C 15.843420 -2.750600 9.298680 0.604 0.920 -0.534 0.734
O 14.866000 -2.480430 8.629290 -4.013 -0.829 -2.520 -0.799
O 16.473780 -1.800260 9.762170 2.866 0.596 2.193 -0.782
H 15.807660 -4.752210 10.229800 0.193 0.401 0.435 0.213
H 17.320920 -4.425730 9.334710 0.420 0.765 1.028 0.207
H 16.013450 -4.858030 8.568830 -1.085 0.657 -0.567 0.207
C 5.827140 -3.734190 9.776000 -1.988 1.637 -0.268 -0.163
C 7.159800 -3.419280 9.835790 0.245 -1.661 1.102 -0.220
C 7.664910 -2.170490 9.712590 1.214 1.775 0.077 -0.177
C 6.839420 -1.097950 9.455160 -1.956 -0.319 0.581 0.032
C 5.449710 -1.350910 9.387900 -0.612 -1.114 -0.099 -0.182
C 4.882990 -2.673120 9.585160 3.134 0.721 -1.102 -0.203
N 7.399190 0.269240 9.274390 1.057 1.643 -2.829 0.506
O 8.488580 0.325120 8.641330 -1.465 -0.752 1.696 -0.406
O 6.769330 1.309800 9.484290 0.116 -2.140 0.640 -0.347
H 5.526400 -4.765770 9.884570 -0.190 0.019 0.024 0.225
H 7.806320 -4.212170 10.181820 0.374 -0.063 -0.388 0.227
H 8.710990 -1.969740 9.890950 0.157 -0.160 -0.185 0.244
H 4.758390 -0.590710 9.055380 0.106 0.346 0.269 0.235
H 3.854950 -2.858410 9.310950 -0.115 0.100 0.462 0.229
C 12.308760 4.119890 3.083830 -0.288 1.250 0.207 -0.248
O 13.446200 3.343090 3.303970 0.936 -1.266 0.671 -0.570
C 14.434130 3.285340 2.269750 -0.648 0.038 -0.894 -0.077
C 15.393930 2.100390 2.347910 -0.069 0.572 0.590 -0.078
O 15.939180 2.012230 3.654020 0.200 -0.259 0.426 -0.576
C 17.084830 1.147690 3.794250 -0.582 0.138 -0.114 -0.250
H 11.708870 4.118480 3.993890 0.230 -0.017 0.259 0.172
H 11.574230 3.851420 2.324560 0.526 -0.686 -0.568 0.183
H 12.614170 5.147900 2.888820 -0.128 0.254 -0.063 0.177
H 15.000180 4.207530 2.138420 -0.122 0.328 0.540 0.182
H 13.868210 3.138870 1.349770 0.136 0.062 -0.407 0.177
H 16.236260 2.276430 1.678880 -0.166 0.150 -0.447 0.187
H 14.850480 1.225340 1.991470 0.168 -0.543 0.495 0.175
H 16.804980 0.128200 3.528880 0.021 -0.155 0.294 0.185
H 17.407330 1.243630 4.831010 -0.104 -0.289 -0.043 0.185
H 17.947390 1.409440 3.181400 -0.169 0.455 -0.288 0.186
```
Forces are in eV/Å.


(2)
Molecular formula: C5H16N2O
Method: DFT, ωB97M-V with the def2-TZVPD basis set

Its net charge is 0. The energy above the lowest of the compared OMol25 structures with the same formula, charge and spin is 35.88 kcal per mole. Its orbital gap is 10.3 eV. The SMILES is CC(C)[C@@H](N)CN.O.

```
24
Properties=species:S:1:pos:R:3:forces:R:3:nbo_charge:R:1
N 1.533798 0.204916 -0.572484 -2.230 -1.079 -0.370 -0.849
C 0.069902 -0.365597 -0.163485 2.977 -0.020 -2.535 -0.043
C -0.761369 -0.311670 -1.483152 -2.161 1.090 2.313 -0.227
C -0.986558 1.078834 -2.031871 0.250 1.300 -2.492 -0.627
C -2.188493 -0.941407 -1.274142 1.461 -0.834 -0.616 -0.618
C -0.319331 0.467542 0.964413 -2.442 -0.181 2.480 -0.239
N 0.557128 0.243793 2.152956 -1.235 4.236 -0.928 -0.862
H 2.068810 0.080773 0.267602 0.371 0.408 0.219 0.349
H 1.445359 1.225319 -0.770007 -0.007 -1.161 0.464 0.349
H 0.182520 -1.438546 0.149383 0.146 0.842 -0.394 0.195
H -0.208624 -0.868061 -2.181729 0.593 -0.885 -0.973 0.218
H -0.047947 1.511857 -2.549441 -1.439 -0.586 0.848 0.214
H -1.805943 1.020174 -2.841323 1.378 0.029 0.940 0.215
H -1.392191 1.845261 -1.360666 0.293 -0.360 0.333 0.209
H -1.943157 -1.975665 -0.968684 -0.912 0.396 0.614 0.209
H -2.884114 -0.350238 -0.667736 0.517 -0.384 0.430 0.211
H -2.712155 -1.064994 -2.220377 0.199 0.141 -0.319 0.210
H -0.075963 1.468747 0.687644 -0.513 0.959 -0.152 0.195
H -1.493192 0.380434 1.189140 2.318 0.150 -0.273 0.167
H 0.224232 0.863158 2.918074 0.627 -0.842 -0.716 0.373
H 0.686578 -0.636706 2.481011 -0.202 -3.313 1.024 0.360
H 2.746889 -0.497039 2.255224 1.614 -0.398 2.520 0.481
H 4.020036 -1.265241 2.893462 -0.436 0.304 -0.087 0.469
O 3.283792 -0.675638 3.126187 -1.168 0.187 -2.332 -0.958
```
Forces are in eV/Å.